No. 1
The following is a DFT calculation (ωB97M-V/def2-TZVPD) of a 2-piece molecular cluster, C5H10O2 overall.

Results
HOMO-LUMO gap, eV: 8.7
HOMO, eV: -8.22
SMILES: C=C/C=C(/C)O.O
Energy above the lowest of the compared OMol25 structures with the same formula, charge and spin, eV: 4.575

Geometry as ORCA input:
```
! RIJCOSX wB97M-V def2-TZVPD def2/J DEFGRID3
* xyz 0 1
C -2.08 -1.17 1.26
C -0.68 -1.02 1.25
C 0.02 0.24 1.18
C 1.03 0.56 0.34
C 2.01 1.71 0.38
O 1.04 -0.30 -0.85
H -2.63 -2.20 1.33
H -2.52 -0.21 1.37
H -0.23 -1.86 1.66
H -0.51 1.18 1.58
H 2.40 2.18 -0.55
H 1.35 2.59 0.91
H 2.80 1.81 1.03
H 0.46 -1.00 -0.60
O -0.47 -0.98 -3.61
H -1.09 -1.45 -3.04
H -0.90 -0.10 -3.64
*
```

No. 2
The following is a DFT calculation (ωB97M-V/def2-TZVPD) of C9H13NO2Sm as an isolated structure.

Results
Expectation value of S²: 8.762
HOMO-LUMO gap (spin up / spin down), eV: 6.5 / 6.6
HOMO (spin up / spin down), eV: -3.47 / -3.49

Geometry as ORCA input:
```
! RIJCOSX wB97M-V def2-TZVPD def2/J DEFGRID3
* xyz -1 6
C -0.53 1.18 -2.41
C 0.88 1.30 -2.16
C 1.06 2.26 -1.12
C -0.23 2.75 -0.74
C -1.21 2.08 -1.53
Sm -0.17 -0.08 -0.08
N -1.93 -1.19 -0.60
C -0.34 -2.15 -0.97
C 1.05 -1.71 -1.20
H 2.02 2.63 -0.75
H 1.68 0.77 -2.69
H -0.42 3.55 -0.02
H -2.29 2.26 -1.52
H -0.99 0.56 -3.18
H 1.31 -1.63 -2.27
H -0.35 -2.95 -0.19
H -2.69 -1.88 -0.63
H 1.77 -2.25 -0.57
H -0.68 -2.58 -1.95
C 0.36 -0.53 4.17
C 0.22 -0.25 2.70
O -0.67 0.57 2.28
O 0.99 -0.88 1.88
H -0.15 0.24 4.75
H 1.41 -0.58 4.44
H -0.10 -1.50 4.38
*
```

No. 3
The following is a DFT calculation (ωB97M-V/def2-TZVPD) of one molecule with the formula C3H6NOP.

Results
Expectation value of S²: 2.007
HOMO-LUMO gap (spin up / spin down), eV: 6.5 / 6.7
HOMO (spin up / spin down), eV: -5.50 / -9.74
Energy above the lowest of the compared OMol25 structures with the same formula, charge and spin, eV: 2.878

Geometry as ORCA input:
```
! RIJCOSX wB97M-V def2-TZVPD def2/J DEFGRID3
* xyz 0 3
C 1.30 0.79 -0.62
C 1.55 -0.67 -0.25
C -0.46 0.22 0.58
N 0.27 1.25 -0.09
O 0.26 -1.03 0.37
P -2.06 0.04 -0.29
H 1.92 1.46 -1.26
H 1.96 -1.31 -1.02
H 2.33 -0.88 0.63
H -0.48 0.43 1.73
H -2.11 1.39 -0.61
H -2.86 0.30 0.83
*
```

Calculated values (eV/A) of maximum force for the records, taken in order: 5.344, 6.371, 10.709.